Molecular formula: C6H5NO5P
Method: DFT, ωB97M-V/def2-TZVPD

Results
- E_HOMO (eV) = -5.849
- relative energy (zero: lowest compared OMol25 entry of this formula, charge and spin) (kJ/mol) = 0.0
- net charge = -1
- energy (Eh) = -1003.9817

Each line ends with the natural charge from an NBO analysis.
Positions of all 18 atoms, in Å:
C -2.21085 -0.72785 -1.37479  -0.21
C -2.32576 -0.98634 -0.01809  -0.23
C -0.99554 -0.33347 -1.91519  -0.24
C -1.21595 -0.86135 0.79864  -0.18
C 0.11978 -0.22707 -1.10397  -0.09
C -0.00433 -0.49094 0.24670  -0.46
N 2.23102 2.50153 0.75918  0.73
O 1.17749 -0.89805 2.69924  -1.08
O 2.25537 1.31004 1.27238  -0.61
O 1.35757 2.74464 -0.05379  -0.49
O 2.54752 -1.38723 0.56048  -1.08
O 3.05711 3.36136 1.08245  -0.48
P 1.45403 -0.72760 1.27377  2.34
H -3.07382 -0.84364 -2.01706  0.20
H -3.27373 -1.29940 0.39507  0.20
H -0.92274 -0.13302 -2.97485  0.21
H -1.26326 -1.05587 1.85982  0.24
H 1.08611 0.05426 -1.49000  0.23

Forces on atoms 1 to 6 (eV/Å):
C -0.1 0.0 0.0
C -0.1 0.0 -0.1
C 0.0 0.0 -0.1
C -0.2 0.1 0.1
C 0.0 0.1 -0.2
C 0.6 -0.3 0.5

***

Molecular formula: C6H5NOS
Method: DFT, ωB97M-V/def2-TZVPD

Results
- E_HOMO (eV) = -8.120
- relative energy (zero: lowest compared OMol25 entry of this formula, charge and spin) (kJ/mol) = 531.8
- energy (Eh) = -759.5644

Each line ends with the natural charge from an NBO analysis.
Positions of all 14 atoms, in Å:
C 0.08445 1.27187 1.37724  -0.24
C 0.23020 -0.09055 0.68663  0.00
C -1.03654 1.90144 1.06776  -0.32
C -0.80291 -0.19728 -0.40788  -0.20
C -0.87628 -0.98365 -1.43609  -0.24
C 1.29147 -1.82538 -1.35469  0.12
N 1.91901 -1.07713 -0.62597  -0.10
O 1.58929 -0.05870 0.12437  -0.31
S -2.07487 1.14536 -0.11869  0.23
H 0.79099 1.72218 1.98537  0.22
H 0.03718 -0.88564 1.37779  0.21
H -1.20027 2.80960 1.54303  0.23
H -1.38740 -1.02515 -2.31742  0.20
H 1.43569 -2.70695 -1.90145  0.22

Forces on atoms 1 to 6 (eV/Å):
C -1.4 -1.7 -1.9
C 0.1 1.8 -0.9
C 0.6 -1.4 -0.5
C -1.6 1.9 0.4
C 5.1 -1.8 2.1
C -4.8 2.7 1.1

***

Molecular formula: C6H5O3S
Method: DFT, ωB97M-V/def2-TZVPD

Results
- SMILES string = O=C([O-])[C@@H](S)c1ccco1
- E_HOMO (eV) = -3.854
- relative energy (zero: lowest compared OMol25 entry of this formula, charge and spin) (kJ/mol) = 0.0
- net charge = -1
- energy (Eh) = -855.5912

Each line ends with the natural charge from an NBO analysis.
Positions of all 15 atoms, in Å:
C -1.55070 -0.96295 0.49294  -0.32
C -0.87406 -0.09646 -0.39417  -0.35
C -0.81892 -0.97658 1.63720  0.04
C 0.23016 0.36234 0.27825  0.30
C 2.34811 -0.00264 -1.14971  0.86
C 1.37182 1.15179 -0.16908  -0.57
O 2.39042 0.32014 -2.32145  -0.73
O 2.79278 -0.89029 -0.46429  -0.72
O 0.25734 -0.17194 1.52198  -0.41
S 0.94391 2.53107 -1.23127  -0.15
H -2.45104 -1.51417 0.29615  0.21
H -1.15499 0.16016 -1.39585  0.23
H -0.94387 -1.50450 2.56417  0.18
H 1.99024 1.48392 0.66439  0.22
H 1.50997 1.91572 -2.28688  0.19

Forces on atoms 1 to 6 (eV/Å):
C 0.1 -0.2 0.5
C 0.5 0.4 0.2
C -0.6 -0.4 0.0
C -0.6 -0.2 -0.6
C -1.0 1.9 1.3
C 1.0 -0.6 -0.8

***

Molecular formula: C6H5O5S
Method: DFT, ωB97M-V/def2-TZVPD

Results
- E_HOMO (eV) = -3.887
- relative energy (zero: lowest compared OMol25 entry of this formula, charge and spin) (kJ/mol) = 546.4
- net charge = -1
- energy (Eh) = -1005.8749

Each line ends with the natural charge from an NBO analysis.
Positions of all 17 atoms, in Å:
C -1.41364 -0.43701 -1.71734  0.19
C -0.34959 -0.54551 -0.87350  0.02
C 2.65898 1.39790 -0.11906  -0.35
C 1.65619 0.48279 -0.10242  -0.28
C 0.94710 -0.16617 -1.24220  0.45
C -0.67635 -0.95247 3.13233  0.06
O -0.67989 -0.81476 0.37686  -0.69
O 1.33327 -0.29444 -2.43603  -0.61
O -2.83213 0.76910 0.84424  -0.94
O -1.81853 -0.83310 2.45635  -0.74
O -2.63570 -0.69664 -1.19488  -0.71
S -2.37931 -0.54823 0.69719  1.76
H -1.32094 -0.37432 -2.83011  0.19
H 3.02793 1.86380 0.77937  0.19
H 3.10999 1.74181 -1.06680  0.20
H 1.14529 0.18507 0.92030  0.23
H 0.22733 -0.77781 2.37571  0.03

Forces on atoms 1 to 6 (eV/Å):
C -1.3 -1.7 -1.1
C -2.1 0.2 -2.2
C -1.1 -1.0 -1.1
C 0.6 0.4 2.3
C 1.8 0.5 -2.4
C -1.5 0.4 -2.1

***

Molecular formula: C6H6
Method: DFT, ωB97M-V/def2-TZVPD

Results
- SMILES string = C#CC(C)C#C
- E_HOMO (eV) = -9.961
- relative energy (zero: lowest compared OMol25 entry of this formula, charge and spin) (kJ/mol) = 506.2
- energy (Eh) = -232.0335

Each line ends with the natural charge from an NBO analysis.
Positions of all 12 atoms, in Å:
C -1.06716 -0.39116 -0.75981  -0.57
C -0.10940 -0.31170 0.62784  -0.35
C 1.25388 -0.89104 0.57200  -0.02
C 2.34895 -1.39049 0.48866  -0.22
C -0.09421 1.16856 0.61873  0.01
C -0.44147 2.20014 0.09682  -0.23
H -0.41435 0.15553 -1.43613  0.21
H -1.51756 -1.19218 -1.38394  0.22
H -1.91039 0.21142 -0.42620  0.21
H -0.57172 -0.66181 1.57073  0.26
H 3.30659 -1.85347 0.35204  0.24
H -0.77888 3.07551 -0.40956  0.24

Forces on atoms 1 to 6 (eV/Å):
C 0.4 -0.1 0.5
C -0.4 -0.1 -0.7
C 0.1 -0.3 -0.5
C -0.6 0.2 -0.1
C -0.3 0.5 -0.4
C 0.5 0.0 0.7

***

Molecular formula: C6H6
Method: DFT, ωB97M-V/def2-TZVPD

Results
- E_HOMO (eV) = -8.292
- relative energy (zero: lowest compared OMol25 entry of this formula, charge and spin) (kJ/mol) = 780.7
- energy (Eh) = -231.9290

Each line ends with the natural charge from an NBO analysis.
Positions of all 12 atoms, in Å:
C -0.82471 -0.12976 -0.06974  -0.28
C -0.48601 -0.78164 -1.30382  0.15
C -1.20656 1.31479 0.19497  -0.13
C -1.78983 0.41755 0.91100  -0.11
C 0.33406 -0.94156 -0.07511  -0.40
C 1.66479 -0.32423 -0.36628  -0.61
H -1.23686 2.37806 -0.09182  0.25
H -2.43659 0.13285 1.72039  0.24
H 0.22698 -1.86894 0.57481  0.25
H 1.82475 -0.52062 -1.49956  0.23
H 2.51581 -0.45848 0.20450  0.22
H 1.41415 0.78198 -0.19933  0.20

Forces on atoms 1 to 6 (eV/Å):
C -1.8 1.0 -0.5
C -1.5 -0.2 0.1
C -0.9 0.9 0.2
C 0.2 0.3 -0.1
C 2.2 -2.7 1.5
C -1.5 2.2 -2.5

***

Copy entry 4 word for word.
Molecular formula: C6H5O5S
Method: DFT, ωB97M-V/def2-TZVPD

Results
- E_HOMO (eV) = -3.887
- relative energy (zero: lowest compared OMol25 entry of this formula, charge and spin) (kJ/mol) = 546.4
- net charge = -1
- energy (Eh) = -1005.8749

Each line ends with the natural charge from an NBO analysis.
Positions of all 17 atoms, in Å:
C -1.41364 -0.43701 -1.71734  0.19
C -0.34959 -0.54551 -0.87350  0.02
C 2.65898 1.39790 -0.11906  -0.35
C 1.65619 0.48279 -0.10242  -0.28
C 0.94710 -0.16617 -1.24220  0.45
C -0.67635 -0.95247 3.13233  0.06
O -0.67989 -0.81476 0.37686  -0.69
O 1.33327 -0.29444 -2.43603  -0.61
O -2.83213 0.76910 0.84424  -0.94
O -1.81853 -0.83310 2.45635  -0.74
O -2.63570 -0.69664 -1.19488  -0.71
S -2.37931 -0.54823 0.69719  1.76
H -1.32094 -0.37432 -2.83011  0.19
H 3.02793 1.86380 0.77937  0.19
H 3.10999 1.74181 -1.06680  0.20
H 1.14529 0.18507 0.92030  0.23
H 0.22733 -0.77781 2.37571  0.03

Forces on atoms 1 to 6 (eV/Å):
C -1.3 -1.7 -1.1
C -2.1 0.2 -2.2
C -1.1 -1.0 -1.1
C 0.6 0.4 2.3
C 1.8 0.5 -2.4
C -1.5 0.4 -2.1

***

- The lowest E_HOMO belongs to which entry?
  number 5